Record 1
C4H7N3O | ωB97M-V with the def2-TZVPD basis set

For the HOMO energy, the calculation gives -7.8 eV. The largest force on an atom is 5.638 eV Å⁻¹. As for the total energy: -395.86569 Ha. Its spin multiplicity is 1. The HOMO-LUMO gap is 8.1 eV.

```
15
C4H7N3O (ωB97M-V with the def2-TZVPD basis set)
C 1.8647 1.4243 -0.6610
C -0.4018 0.3619 0.1869
C -0.8521 -0.6752 2.0551
C -0.7564 -1.0304 -0.1144
H 2.2637 0.3273 -1.3251
H 2.4496 1.4238 0.4474
H 2.1826 2.5438 -1.1567
H -0.0684 2.2039 -0.6627
H -1.0456 -0.7052 3.1218
H -1.8545 -1.2135 -2.0132
H -1.3046 -3.0639 -0.6348
N 0.3390 1.2899 -0.6569
N -1.0522 -1.6909 1.1644
N -0.9096 -1.8594 -1.2439
O -0.8546 0.6635 1.4929
```

Record 2
C4H7N3O2 | ωB97M-V with the def2-TZVPD basis set

For the HOMO energy, the calculation gives -10.0 eV. The largest force on an atom is 4.510 eV Å⁻¹. As for the total energy: -471.23344 Ha. Its spin multiplicity is 1. The HOMO-LUMO gap is 11.0 eV.

```
16
C4H7N3O2 (ωB97M-V with the def2-TZVPD basis set)
C -0.6470 1.5036 -0.0493
C 1.4973 -0.9367 -0.6083
C 1.6909 0.4517 0.0630
C 0.4518 0.8185 0.6478
N -3.0292 -1.2237 -0.4861
N -2.0039 -0.7840 1.5055
N -2.4925 -0.8952 0.5358
O 0.1007 2.2344 0.7270
O -1.5339 1.4256 -0.8099
H 2.3863 -1.3602 -1.1664
H 1.3330 -1.6611 0.2201
H 0.5723 -0.7872 -1.0665
H 2.4162 0.4354 0.8651
H 2.0893 1.1471 -0.6377
H 0.1585 0.2500 1.5612
H -2.9898 -0.6181 -1.3010
```

Record 3
C4H7N3O2 | ωB97M-V with the def2-TZVPD basis set

For the HOMO energy, the calculation gives -8.6 eV. The largest force on an atom is 2.969 eV Å⁻¹. As for the total energy: -471.26180 Ha. Its spin multiplicity is 1. The HOMO-LUMO gap is 9.2 eV.

```
16
C4H7N3O2 (ωB97M-V with the def2-TZVPD basis set)
N -2.2099 1.9349 0.3847
C -1.7721 0.8612 -0.0598
N -1.5777 -0.1981 -0.6240
N -0.7525 -1.2654 -0.5750
C 0.0366 -1.5173 0.5758
C 0.8088 -0.2907 0.9162
C 1.4602 0.3641 -0.0534
O 1.8280 1.6261 0.1071
O 1.6147 -0.1471 -1.3334
H -1.9547 2.8225 0.0242
H -1.2647 -2.0124 -0.9831
H 0.6817 -2.3415 0.4938
H -0.6229 -1.6797 1.4392
H 0.6882 0.2033 1.8858
H 2.3336 2.1295 -0.5339
H 0.7029 -0.4894 -1.6642
```

Record 4
C4H7N3O2 | ωB97M-V with the def2-TZVPD basis set

For the HOMO energy, the calculation gives -7.5 eV. The largest force on an atom is 5.329 eV Å⁻¹. As for the total energy: -471.23895 Ha. Its spin multiplicity is 1. The HOMO-LUMO gap is 7.5 eV.

```
16
C4H7N3O2 (ωB97M-V with the def2-TZVPD basis set)
C -1.0699 1.9049 0.4668
C 0.1582 -1.3229 1.0080
C 1.6668 -0.4676 0.0126
C -0.3355 0.7496 -0.1289
N -0.3121 -2.1146 0.0325
O -0.8798 0.2059 -1.2949
N 0.9598 0.6043 0.0845
N 2.6655 -1.0306 -0.4917
O 0.0815 -1.1502 2.1800
H -1.5461 0.8004 -1.6634
H 0.3619 -2.5278 -0.6020
H -1.1947 -1.8506 -0.4024
H 3.2137 -0.4046 -1.0879
H -0.6914 2.0889 1.4723
H -0.9375 2.8259 -0.1150
H -2.1402 1.6890 0.5294
```

Record 5
C4H7N3O2S | ωB97M-V with the def2-TZVPD basis set

For the HOMO energy, the calculation gives -9.3 eV. The largest force on an atom is 4.504 eV Å⁻¹. As for the total energy: -869.41838 Ha. Its spin multiplicity is 1. The HOMO-LUMO gap is 9.1 eV.

```
17
C4H7N3O2S (ωB97M-V with the def2-TZVPD basis set)
C -0.5903 -1.6977 0.7890
N -0.2829 -1.0477 -0.4717
N 1.0016 -0.8505 -0.8826
C 1.8074 0.1121 -0.2749
O 2.9237 0.3682 -0.6337
C 1.1202 0.9925 0.7503
O 1.7307 1.3184 1.7231
C -0.3864 1.3396 0.5102
N -0.9784 0.4951 -0.5072
S -1.3393 0.9787 -2.0246
H -1.4421 -2.2793 0.5773
H 0.2301 -2.2588 1.0073
H -0.7489 -0.9556 1.5435
H 1.0637 -1.1755 -1.8317
H -0.8318 1.3262 1.5072
H -0.5024 2.4151 0.1412
H -2.7748 0.9191 -1.9226
```

Record 6
C4H7N3O2S | ωB97M-V with the def2-TZVPD basis set

For the HOMO energy (alpha / beta), the calculation gives -7.6 / -7.6 eV. The largest force on an atom is 3.731 eV Å⁻¹. As for the total energy: -869.31386 Ha. Its spin multiplicity is 1. The HOMO-LUMO gap (alpha / beta) is 6.3 / 6.3 eV.

```
17
C4H7N3O2S (ωB97M-V with the def2-TZVPD basis set)
C -1.6385 -0.1159 -0.7454
C -1.0863 -1.5055 -0.5364
C 0.9345 -0.5877 0.4793
C 2.1961 1.6827 -0.1460
N -0.8585 1.0291 0.0279
N 0.0055 -1.5666 0.3910
N -1.9269 0.5720 0.5741
O -2.4764 0.6112 1.6268
O -1.9939 0.2365 -1.8352
S 1.7839 0.0565 -0.9108
H -1.8420 -2.0976 -0.0587
H -1.0104 -1.9640 -1.5213
H 1.3902 -0.3044 1.3920
H 2.7360 1.4366 0.7488
H 1.3410 2.3160 0.0873
H 2.7001 2.2190 -0.8884
H -0.2547 -2.0178 1.3150
```

Record 7
C4H7N3O2S2 | ωB97M-V with the def2-TZVPD basis set

For the HOMO energy (alpha / beta), the calculation gives -8.3 / -8.3 eV. The largest force on an atom is 4.792 eV Å⁻¹. As for the total energy: -1267.63232 Ha. Its spin multiplicity is 1. The HOMO-LUMO gap (alpha / beta) is 7.2 / 7.2 eV.

```
18
C4H7N3O2S2 (ωB97M-V with the def2-TZVPD basis set)
C -2.5438 -0.5310 1.0851
C -2.4213 -1.6706 0.4130
C -0.7864 -0.0403 -0.0708
C 0.1733 2.0447 -0.3969
N -1.6536 0.3784 0.7802
N 2.8311 -0.8003 -0.9566
N 0.2128 0.6746 -0.6088
O 1.4742 -1.7389 0.7067
O 2.5799 0.4234 1.3673
S -1.1145 -1.6811 -0.6281
S 1.9138 -0.4225 0.3624
H -3.2858 -0.3063 1.7417
H -3.2778 -2.4363 0.3219
H 1.2170 2.5042 -0.4439
H -0.4664 2.5177 -1.1334
H -0.3544 2.3985 0.4095
H 2.3180 -1.3827 -1.5745
H 3.1840 0.0685 -1.3749
```

Record 8
C4H7N3O3S | ωB97M-V with the def2-TZVPD basis set

For the HOMO energy, the calculation gives -8.9 eV. The largest force on an atom is 1.732 eV Å⁻¹. As for the total energy: -944.67619 Ha. Its spin multiplicity is 1. The HOMO-LUMO gap is 8.5 eV.

```
18
C4H7N3O3S (ωB97M-V with the def2-TZVPD basis set)
C -0.8318 1.0925 -1.5630
C 0.4443 1.0086 -1.4079
C -1.7782 -0.0285 -1.2049
C -0.0917 0.0707 2.0858
N -1.1684 -1.0494 -0.5682
N 0.1844 -1.1626 -0.4575
N 1.7013 1.1231 -1.2484
O -2.9664 0.0196 -1.4336
O 2.1438 -0.3358 0.7652
O 0.9966 -2.3008 1.6689
S 0.8666 -1.0383 1.0020
H -1.3437 1.9751 -1.9169
H 0.5073 0.1918 2.9794
H -0.2365 1.0152 1.5779
H -1.0329 -0.4055 2.3296
H -1.7643 -1.7964 -0.2239
H 2.3157 0.9958 -2.0441
H 2.0539 0.6249 -0.3405
```